Entry 1:
DFT (ωB97M-V/def2-TZVPD) results for a cluster of 7 separate species, C35H60NO8P in total at a distorted geometry.

Last column: Mulliken charge in e.
Element x y z (Å)
C: -1.219 5.872 1.779  -0.92
C: -1.648 4.455 1.149  -0.21
P: -2.690 4.712 -0.409  -0.07
C: -4.495 4.224 0.022  -0.96
C: -2.220 3.534 -1.806  0.40
C: -2.426 3.893 -3.330  -0.63
C: -2.024 2.874 -4.449  -0.42
C: -1.355 1.452 -4.120  -0.49
C: -1.171 1.133 -2.612  0.07
C: -1.612 2.140 -1.505  0.33
C: -1.284 1.379 -0.145  0.24
O: -1.827 1.373 0.978  -0.57
N: -0.106 0.550 -0.559  -0.28
C: -0.566 -0.124 -1.813  0.26
O: -0.474 -1.337 -2.125  -0.54
H: -0.096 6.049 1.633  0.27
H: -1.754 6.754 1.260  0.38
H: -1.397 5.912 2.921  0.15
H: -0.738 3.768 1.008  0.33
H: -2.344 3.950 1.925  0.21
H: -4.863 5.064 0.723  0.31
H: -5.128 4.303 -0.934  0.35
H: -4.567 3.212 0.542  0.29
H: -2.879 4.923 -3.576  0.32
H: -2.230 3.195 -5.519  0.34
H: -1.058 0.690 -4.908  0.44
H: -0.159 -0.256 0.096  0.38
C: 0.553 3.324 5.879  -0.05
C: 0.458 4.363 6.973  -0.65
C: -0.497 5.373 6.368  -0.44
O: -1.379 4.644 5.503  -0.42
C: -0.859 3.318 5.327  -0.14
H: 0.876 2.344 6.230  -0.01
H: 1.254 3.660 5.109  0.18
H: 0.013 3.918 7.870  0.30
H: 1.420 4.799 7.250  0.33
H: 0.037 6.109 5.758  0.24
H: -1.081 5.904 7.124  0.34
H: -1.501 2.629 5.887  0.26
H: -0.895 3.046 4.269  0.08
C: 4.116 -0.204 5.386  -0.69
C: 5.243 0.700 5.833  -0.16
C: 4.757 2.059 5.373  -0.53
O: 3.323 2.028 5.423  -0.32
C: 2.899 0.671 5.614  -0.44
H: 4.068 -1.149 5.930  0.36
H: 4.220 -0.428 4.319  0.30
H: 5.322 0.681 6.925  0.24
H: 6.214 0.431 5.417  0.08
H: 5.052 2.257 4.337  0.27
H: 5.129 2.872 6.002  0.27
H: 2.530 0.577 6.642  0.27
H: 2.081 0.441 4.928  0.34
C: -1.190 -3.771 -4.604  0.04
C: -0.635 -3.797 -6.010  -0.64
C: -1.877 -4.081 -6.835  -0.35
O: -2.980 -3.503 -6.121  -0.47
C: -2.541 -3.140 -4.807  0.00
H: -0.567 -3.220 -3.898  0.24
H: -1.310 -4.794 -4.233  -0.09
H: -0.235 -2.811 -6.268  0.26
H: 0.156 -4.535 -6.159  0.36
H: -2.063 -5.157 -6.926  0.14
H: -1.820 -3.653 -7.838  0.30
H: -2.474 -2.046 -4.768  -0.14
H: -3.274 -3.470 -4.068  0.32
C: -5.876 -0.618 -7.157  -0.60
C: -5.265 -1.091 -5.860  0.20
C: -4.783 0.191 -5.233  -0.12
O: -5.674 1.226 -5.680  -0.44
C: -6.491 0.704 -6.744  -0.52
H: -6.601 -1.313 -7.584  0.37
H: -5.087 -0.448 -7.898  0.27
H: -6.041 -1.542 -5.232  0.25
H: -4.463 -1.817 -5.992  -0.21
H: -3.772 0.447 -5.570  0.02
H: -4.782 0.153 -4.140  0.27
H: -7.503 0.565 -6.350  0.27
H: -6.532 1.423 -7.565  0.30
C: 10.885 1.656 5.937  -0.55
C: 10.841 0.281 5.310  -0.55
C: 9.466 -0.209 5.721  -0.46
O: 8.627 0.950 5.825  -0.29
C: 9.451 2.122 5.777  -0.46
H: 11.606 2.329 5.470  0.33
H: 11.134 1.572 7.000  0.26
H: 10.896 0.369 4.220  0.27
H: 11.645 -0.379 5.640  0.33
H: 9.493 -0.692 6.703  0.30
H: 9.038 -0.909 5.000  0.27
H: 9.297 2.601 4.804  0.28
H: 9.146 2.819 6.561  0.27
C: -3.078 -7.455 -3.525  -0.35
C: -2.975 -8.700 -2.673  -0.58
C: -3.344 -9.789 -3.662  -0.48
O: -2.919 -9.337 -4.954  -0.43
C: -2.573 -7.948 -4.867  -0.23
H: -2.505 -6.610 -3.139  0.24
H: -4.126 -7.149 -3.610  0.26
H: -1.942 -8.835 -2.336  0.27
H: -3.622 -8.686 -1.794  0.35
H: -4.428 -9.942 -3.699  0.27
H: -2.865 -10.744 -3.431  0.28
H: -1.482 -7.870 -4.933  0.23
H: -3.012 -7.405 -5.707  0.19

Calculated values
- SMILES: CCP(C)c1cccc2c1C(=O)NC2=O.C1CCOC1.C1CCOC1.C1CCOC1.C1CCOC1.C1CCOC1.C1CCOC1
- Electronic energy: -64418.9324 eV
- Kohn-Sham gap: 7.5 eV
- E_HOMO: -8.168 eV

***

Entry 2:
DFT (ωB97M-V/def2-TZVPD) results for a cluster of 5 separate species, C26H29ClN4O3 in total at a distorted geometry.

Last column: natural (NBO) charge in e.
Element x y z (Å)
C: -4.509 -2.421 -1.296  -0.62
C: -4.908 -1.501 -0.153  -0.42
C: -3.804 -0.650 0.453  -0.20
Cl: -2.856 -1.559 1.659  -0.02
C: -2.892 -0.028 -0.558  0.04
C: -3.247 1.330 -1.107  -0.10
O: -2.025 1.572 -1.840  -0.50
C: -1.032 0.941 -1.160  0.97
O: 0.131 0.904 -1.491  -0.57
O: -1.575 0.338 -0.059  -0.51
H: -5.414 -2.763 -1.774  0.22
H: -3.927 -1.945 -2.070  0.20
H: -3.990 -3.304 -0.960  0.23
H: -5.256 -2.134 0.648  0.23
H: -5.743 -0.881 -0.447  0.21
H: -4.277 0.157 0.989  0.22
H: -2.645 -0.633 -1.422  0.20
H: -4.148 1.331 -1.691  0.22
H: -3.204 2.054 -0.311  0.20
C: 2.399 0.995 0.743  -0.17
C: 3.737 1.142 1.073  -0.26
C: 4.212 0.502 2.207  0.02
N: 3.455 -0.247 3.006  -0.43
C: 2.171 -0.378 2.676  0.03
C: 1.596 0.216 1.562  -0.25
H: 1.994 1.473 -0.134  0.23
H: 4.401 1.740 0.464  0.22
H: 5.253 0.588 2.498  0.19
H: 1.578 -0.994 3.343  0.19
H: 0.549 0.068 1.344  0.23
C: 1.283 -3.640 -2.005  -0.17
C: 0.443 -2.743 -1.366  -0.26
C: -0.236 -3.169 -0.233  0.02
N: -0.128 -4.395 0.275  -0.42
C: 0.683 -5.244 -0.352  0.03
C: 1.408 -4.919 -1.489  -0.26
H: 1.833 -3.346 -2.890  0.22
H: 0.321 -1.733 -1.732  0.23
H: -0.900 -2.499 0.300  0.20
H: 0.750 -6.235 0.083  0.19
H: 2.053 -5.651 -1.955  0.22
C: 6.777 1.814 7.003  -0.17
C: 5.773 1.489 6.106  -0.26
C: 5.564 2.328 5.022  0.03
N: 6.273 3.432 4.793  -0.42
C: 7.233 3.729 5.666  0.03
C: 7.526 2.958 6.781  -0.26
H: 6.974 1.185 7.861  0.21
H: 5.164 0.606 6.238  0.23
H: 4.790 2.110 4.297  0.20
H: 7.792 4.635 5.456  0.19
H: 8.319 3.249 7.455  0.22
C: -4.312 2.984 -5.811  -0.17
C: -3.569 2.568 -4.719  -0.26
C: -3.416 1.207 -4.507  0.02
N: -3.949 0.271 -5.295  -0.42
C: -4.660 0.689 -6.339  0.03
C: -4.871 2.027 -6.641  -0.26
H: -4.453 4.038 -6.013  0.22
H: -3.113 3.281 -4.045  0.22
H: -2.840 0.841 -3.670  0.20
H: -5.082 -0.092 -6.961  0.19
H: -5.457 2.308 -7.505  0.22

Calculated values
- Energy above the lowest of the compared OMol25 structures with the same formula, charge and spin: 54.8 kcal per mole
- SMILES: CC[C@@H](Cl)[C@H]1COC(=O)O1.c1ccncc1.c1ccncc1.c1ccncc1.c1ccncc1
- Electronic energy: -52056.6874 eV
- Kohn-Sham gap: 9.7 eV
- E_HOMO: -9.277 eV

***

Entry 3:
DFT (ωB97M-V/def2-TZVPD) results for a cluster of 6 separate species, C4H22N3O6 in total at a distorted geometry.

Last column: Mulliken spin population.
Element x y z (Å)
N: -2.028 2.165 1.196  0.98
C: -1.295 1.280 0.366  1.09
C: -1.059 -0.044 0.958  -0.17
C: 0.268 -0.170 1.672  0.82
N: 1.574 0.062 0.830  -0.18
C: -0.704 1.816 -0.791  0.25
N: -0.036 0.976 -1.673  0.04
O: -0.711 3.036 -0.915  -0.34
H: -2.241 1.798 2.064  -0.14
H: -1.433 3.112 1.319  -0.48
H: -2.936 2.480 0.771  -0.64
H: 1.386 2.722 -0.645  -0.01
H: -1.845 -0.387 1.646  -0.15
H: -1.201 -0.768 0.182  0.04
H: 0.340 0.382 2.557  0.17
H: 0.244 -1.150 2.063  -0.11
H: 1.353 0.696 -0.054  -0.07
H: 2.204 -0.742 0.583  0.01
H: -0.190 0.030 -1.950  -0.08
H: 0.521 1.563 -2.336  0.05
H: -1.607 -3.872 -0.362  0.03
H: -1.755 -2.406 0.067  0.08
O: -1.226 -3.100 0.182  -0.14
H: 2.431 -2.632 -1.541  0.00
H: 2.096 -2.504 0.015  0.08
O: 2.059 -2.047 -0.902  0.06
H: 1.962 0.813 1.406  -0.03
H: 2.085 3.552 0.425  0.00
O: 2.106 2.639 0.048  -0.05
H: 1.070 -3.324 2.315  0.03
H: 1.237 -3.107 0.736  -0.05
O: 1.516 -2.815 1.611  -0.10
H: -2.199 -2.079 -2.439  -0.01
H: -0.961 -1.168 -3.142  0.03
O: -1.292 -1.803 -2.447  -0.02

Calculated values
- Energy above the lowest of the compared OMol25 structures with the same formula, charge and spin: 71.0 kcal per mole
- Electronic energy: -21253.8187 eV
- 2S+1: 2
- Kohn-Sham gap (spin up / spin down): 2.5 / 6.6 eV
- E_HOMO (spin up / spin down): -2.425 / -6.653 eV

***

Entry 4:
DFT (ωB97M-V/def2-TZVPD) results for a cluster of 2 separate species, C5H15N2O in total at a distorted geometry.

Last column: natural (NBO) charge in e.
Element x y z (Å)
C: -0.794 -2.671 0.012  -0.65
C: -1.325 -1.509 0.993  -0.41
C: -1.142 -0.134 0.377  -0.44
C: -0.218 -0.086 -0.846  -0.24
N: 1.778 0.714 -2.749  -0.76
C: 2.035 0.353 -1.441  0.39
N: 1.151 0.082 -0.535  -0.48
H: -1.196 -2.793 -0.990  0.22
H: 0.257 -2.712 0.042  0.20
H: -1.022 -3.639 0.417  0.24
H: -2.343 -1.808 1.261  0.24
H: -0.850 -1.581 2.103  0.22
H: -2.071 0.191 -0.059  0.24
H: -0.968 0.590 1.193  0.24
H: -0.370 0.851 -1.367  0.21
H: -0.343 -0.872 -1.505  0.23
H: 0.845 0.619 -3.210  0.43
H: 2.559 0.644 -3.444  0.44
H: 3.114 0.334 -1.306  0.24
H: 1.421 -0.018 0.491  0.46
H: -0.591 4.278 4.175  0.47
H: 0.466 4.827 3.211  0.47
O: -0.392 4.340 3.177  -0.94

Calculated values
- Energy above the lowest of the compared OMol25 structures with the same formula, charge and spin: 44.4 kcal per mole
- Electronic energy: -10448.6346 eV
- Kohn-Sham gap: 10.2 eV
- E_HOMO: -13.734 eV
- Total charge: +1

***

Entry 5:
DFT (ωB97M-V/def2-TZVPD) results for a cluster of 4 separate species, C22H54N3O9P in total.

Last column: Mulliken charge in e.
Element x y z (Å)
C: -1.719 -0.216 3.087  -1.01
C: -1.776 -1.695 2.669  0.14
P: -2.786 -2.635 3.868  -0.10
C: -2.711 -4.301 3.096  -0.77
O: -4.408 -2.187 3.561  -0.36
C: -4.893 -2.010 2.315  0.80
O: -4.347 -2.269 1.276  -0.47
O: -6.145 -1.503 2.367  -0.47
H: -1.494 0.434 2.248  -0.03
H: -2.664 0.084 3.538  0.37
H: -0.958 -0.089 3.852  0.43
H: -2.075 -1.841 1.638  -0.03
H: -0.789 -2.148 2.772  0.35
H: -3.049 -5.046 3.806  0.38
H: -1.665 -4.452 2.847  0.16
H: -3.313 -4.322 2.193  0.29
H: -6.262 -1.085 3.223  0.34
C: -2.454 0.594 -0.967  -0.75
O: -1.194 1.217 -1.129  0.30
C: -1.063 2.005 -2.305  -1.23
C: -0.915 3.466 -1.944  0.05
N: -2.146 3.998 -1.383  -0.29
C: -2.016 5.332 -0.805  -0.69
C: -1.096 5.498 0.400  -0.17
O: -1.546 4.840 1.568  -0.48
C: -1.158 3.485 1.696  -0.19
H: -2.376 -0.070 -0.107  -0.04
H: -3.251 1.320 -0.775  0.38
H: -2.714 -0.003 -1.846  0.27
H: -1.910 1.846 -2.977  0.41
H: -0.155 1.681 -2.823  0.42
H: -0.656 4.033 -2.843  0.42
H: -0.069 3.542 -1.244  -0.08
H: -2.478 3.366 -0.666  0.13
H: -3.016 5.655 -0.506  0.36
H: -1.684 6.018 -1.590  0.41
H: -1.072 6.562 0.647  0.38
H: -0.063 5.205 0.176  -0.01
H: -0.186 3.298 1.231  0.07
H: -1.899 2.805 1.264  0.11
H: -1.084 3.263 2.761  0.38
C: -1.431 -7.369 -2.779  -0.71
O: -0.178 -6.728 -2.912  -0.35
C: -0.051 -5.928 -4.081  -0.81
C: 0.056 -4.462 -3.723  -0.18
N: -1.203 -3.958 -3.194  -0.24
C: -1.134 -2.612 -2.637  -0.84
C: -0.260 -2.390 -1.407  -0.25
O: -0.740 -3.016 -0.235  -0.12
C: -0.361 -4.365 -0.044  -0.69
H: -1.363 -8.038 -1.923  0.24
H: -2.242 -6.654 -2.600  0.30
H: -1.670 -7.960 -3.668  0.35
H: -0.888 -6.099 -4.763  0.41
H: 0.868 -6.234 -4.590  0.40
H: 0.315 -3.895 -4.622  0.36
H: 0.885 -4.357 -3.010  0.19
H: -1.533 -4.590 -2.476  0.08
H: -2.153 -2.321 -2.371  0.38
H: -0.804 -1.927 -3.425  0.34
H: -0.275 -1.320 -1.181  -0.06
H: 0.790 -2.654 -1.588  0.34
H: 0.615 -4.578 -0.487  0.35
H: -1.102 -5.059 -0.452  0.24
H: -0.300 -4.542 1.029  0.18
C: 6.849 3.919 1.514  -0.71
O: 5.544 4.302 1.901  -0.36
C: 4.790 4.934 0.875  -0.93
C: 3.624 4.069 0.451  0.04
N: 4.077 2.878 -0.254  -0.34
C: 3.028 1.899 -0.518  -0.77
C: 2.357 1.228 0.673  0.24
O: 3.202 0.362 1.406  -0.46
C: 3.975 0.976 2.420  -0.60
H: 7.360 3.563 2.407  0.24
H: 6.837 3.112 0.773  0.30
H: 7.406 4.767 1.106  0.35
H: 5.425 5.174 0.018  0.44
H: 4.403 5.872 1.282  0.38
H: 2.977 4.649 -0.215  0.29
H: 3.046 3.830 1.355  0.14
H: 4.808 2.435 0.286  0.14
H: 3.465 1.112 -1.137  0.36
H: 2.252 2.383 -1.122  0.34
H: 1.554 0.600 0.278  -0.04
H: 1.881 1.954 1.344  0.10
H: 3.458 1.832 2.861  0.27
H: 4.953 1.298 2.050  0.21
H: 4.144 0.233 3.200  0.30

Calculated values
- SMILES: CCP(C)OC(=O)O.COCCNCCOC.COCCNCCOC.COCCNCCOC
- Electronic energy: -55873.2093 eV
- Kohn-Sham gap: 9.3 eV
- E_HOMO: -8.659 eV